# 1
Molecular formula: C14H36GaN8O2P
Method: DFT, ωB97M-V/def2-TZVPD

The value obtained for the frontier orbital gap is 0.199 Eh. For the HOMO energy, the calculation gives -6.244 eV. As for the spin multiplicity: 1. The energy relative to the best compared isomer or geometry (same formula, charge and spin) is 0.0000 eV.

Each line ends with the Mulliken charge.
Geometry (Å):
N 2.31 1.28 1.74  -0.51
C 1.55 0.34 0.86  0.17
N 2.59 -0.35 -0.02  -0.62
N 0.96 -0.75 1.69  -0.48
C 0.53 1.04 -0.14  -0.79
Ga -0.59 2.58 0.66  -0.38
C -1.64 2.09 2.36  -0.75
C -2.85 1.08 2.11  0.28
N -2.41 -0.30 1.78  -0.58
N -3.66 1.08 3.40  -0.69
N -3.79 1.53 1.04  -0.47
P -2.02 3.32 -1.10  0.37
O -2.96 4.42 -0.54  -0.73
C 0.71 4.17 1.10  0.68
C 0.92 5.17 -0.01  -0.23
C 1.89 6.34 0.19  -0.47
C 2.52 6.30 1.58  -0.32
C 2.12 5.21 2.55  -0.31
N 1.24 4.12 2.41  -0.33
H 2.77 0.67 2.45  0.32
H 3.11 1.63 1.18  0.27
H 3.03 0.35 -0.65  0.26
H 3.33 -0.73 0.58  0.29
H 0.98 -0.49 2.68  0.29
H 1.55 -1.59 1.58  0.24
H 1.09 1.42 -1.06  0.48
H -0.22 0.23 -0.47  -0.14
H -1.95 3.05 2.90  0.42
H -0.90 1.54 3.06  0.25
H -2.25 -0.77 2.68  0.32
H -1.55 -0.27 1.22  0.07
H -2.97 1.08 4.17  0.31
H -4.19 0.19 3.38  0.30
H -4.22 2.42 1.34  0.25
H -4.51 0.79 0.98  0.28
H -1.25 3.79 -2.24  0.03
H -2.84 2.20 -1.52  -0.01
H 0.37 5.05 -1.00  0.05
H 2.11 7.12 -0.60  0.34
H 3.29 7.08 1.88  0.28
H 2.62 5.28 3.58  0.24
C -0.50 -3.07 -3.03  -0.99
N -0.20 -4.48 -2.56  0.01
C -0.68 -5.44 -3.63  -0.88
C -0.96 -4.76 -1.29  -0.84
C 1.31 -4.70 -2.38  -0.65
C 1.95 -3.84 -1.30  -0.45
O 1.80 -2.46 -1.60  -0.44
H -1.54 -3.04 -3.39  0.35
H -0.41 -2.38 -2.19  0.49
H 0.18 -2.81 -3.84  0.36
H -1.76 -5.30 -3.76  0.39
H -0.47 -6.46 -3.30  0.38
H -0.16 -5.21 -4.56  0.37
H -0.67 -4.02 -0.54  0.34
H -0.71 -5.76 -0.95  0.35
H -2.03 -4.67 -1.49  0.38
H 1.76 -4.48 -3.35  0.40
H 1.45 -5.75 -2.15  0.35
H 3.02 -4.07 -1.26  0.44
H 1.52 -4.04 -0.32  0.34
H 2.27 -1.95 -0.90  0.31

# 2
Molecular formula: C14H36O6
Method: DFT, ωB97M-V/def2-TZVPD

The value obtained for the frontier orbital gap is 0.324 Eh. For the HOMO energy, the calculation gives -8.164 eV. As for the spin multiplicity: 1.

Each line ends with the Mulliken charge.
Geometry (Å):
O -1.04 -2.80 -2.19  -0.46
H -0.21 -2.62 -1.50  0.36
H -1.52 -1.89 -2.31  0.43
H -1.67 -3.39 -1.74  0.41
O -1.24 -0.58 0.35  -0.37
H -1.67 -0.37 -0.55  0.59
H -0.51 -1.29 0.21  0.45
H -0.85 0.28 0.73  0.62
C -2.73 1.72 -3.01  -1.51
C -2.51 0.24 -3.27  0.74
C -1.56 0.05 -4.44  -1.34
O -2.10 -0.46 -2.14  -1.03
H -3.30 1.95 -2.10  0.35
H -3.43 2.10 -3.76  0.48
H -1.83 2.35 -3.01  0.28
H -3.51 -0.11 -3.59  0.10
H -0.52 0.25 -4.24  0.16
H -1.87 0.67 -5.30  0.44
H -1.69 -0.93 -4.93  0.37
C 1.44 -0.63 -2.50  -1.15
C 1.81 -1.41 -1.23  0.64
C 2.65 -0.56 -0.27  -0.76
O 0.79 -2.13 -0.61  -0.95
H 0.65 0.09 -2.27  -0.03
H 1.14 -1.36 -3.25  0.41
H 2.29 -0.06 -2.88  0.47
H 2.55 -2.14 -1.61  0.08
H 2.08 0.27 0.17  -0.19
H 3.42 -0.06 -0.86  0.49
H 3.09 -1.19 0.51  0.23
C 1.28 -1.92 4.74  -0.70
C -0.25 -1.81 4.89  -0.63
C -0.74 -2.34 3.53  -0.32
O 0.39 -2.27 2.68  -0.34
C 1.47 -1.58 3.28  0.27
H 1.54 -2.94 5.04  0.31
H 1.81 -1.25 5.42  0.35
H -0.53 -0.77 5.07  0.26
H -0.53 -2.38 5.78  0.34
H -1.56 -1.71 3.18  0.19
H -1.10 -3.37 3.57  0.30
H 1.40 -0.50 3.07  -0.23
H 2.47 -1.85 2.95  0.24
C 1.52 3.30 0.81  -0.56
C 0.40 3.72 -0.14  -0.50
C -0.71 2.70 0.02  0.23
O -0.25 1.72 1.02  -0.64
C 0.81 2.33 1.74  -0.47
H 2.03 4.14 1.28  0.39
H 2.30 2.69 0.34  0.16
H 0.75 3.69 -1.17  0.31
H 0.01 4.70 0.13  0.31
H -0.99 2.16 -0.88  -0.56
H -1.61 3.12 0.48  0.38
H 1.49 1.58 2.14  0.13
H 0.44 2.86 2.62  0.47

# 3
Molecular formula: C14H37AlO17S5
Method: DFT, ωB97M-V/def2-TZVPD

The value obtained for the frontier orbital gap is 0.053 Eh. Its charge is +2. For the HOMO energy, the calculation gives -14.342 eV. As for the spin multiplicity: 1. The energy relative to the best compared isomer or geometry (same formula, charge and spin) is 0.9344 eV.

Each line ends with the Mulliken charge.
Geometry (Å):
Al 7.28 -27.18 6.44  1.00
O 11.78 -28.08 8.26  -0.24
H 12.20 -28.41 9.07  0.36
O 11.75 -24.12 2.81  -0.55
S 12.88 -23.38 2.20  1.10
O 13.13 -23.26 0.75  -0.54
O 12.95 -21.91 2.84  -0.19
C 13.05 -20.78 1.98  -0.10
C 12.77 -19.51 2.73  -1.28
C 14.46 -24.14 2.98  -0.82
H 12.31 -20.77 1.18  0.35
H 14.05 -20.55 1.62  0.29
H 11.84 -19.62 3.28  0.35
H 12.62 -18.74 1.96  0.37
H 13.56 -19.38 3.47  0.32
H 15.15 -23.33 3.20  0.30
H 14.78 -24.78 2.15  0.34
H 14.29 -24.72 3.89  0.32
O 11.69 -20.52 10.90  -0.56
S 11.94 -20.86 9.51  1.18
O 10.98 -21.55 8.69  -0.58
O 12.39 -19.47 8.73  -0.28
C 13.37 -18.66 9.32  -0.18
C 12.89 -17.23 9.52  -1.27
C 13.49 -21.68 9.35  -0.92
H 14.34 -18.63 8.82  0.37
H 13.76 -19.09 10.24  0.36
H 13.65 -16.53 9.86  0.38
H 12.00 -17.23 10.16  0.30
H 12.53 -16.78 8.59  0.32
H 13.29 -22.72 9.59  0.35
H 14.25 -21.26 10.00  0.34
H 13.86 -21.54 8.33  0.34
O 13.08 -31.96 2.19  -0.55
S 12.19 -32.83 3.00  1.12
O 10.83 -32.43 3.37  -0.54
O 12.08 -34.36 2.31  -0.31
C 13.37 -34.96 1.89  -0.13
C 13.20 -36.47 1.94  -1.15
C 13.16 -33.60 4.48  -0.95
H 14.27 -34.72 2.46  0.30
H 13.61 -34.66 0.87  0.35
H 13.17 -36.84 2.96  0.27
H 13.94 -36.98 1.31  0.37
H 12.25 -36.72 1.47  0.31
H 12.83 -34.60 4.76  0.32
H 13.02 -33.03 5.39  0.38
H 14.24 -33.48 4.34  0.37
O 8.65 -35.10 10.58  -0.57
S 8.11 -34.01 11.40  1.10
O 7.76 -32.74 10.77  -0.57
O 6.78 -34.57 12.33  -0.29
C 6.68 -35.98 12.66  -0.09
C 5.42 -36.09 13.50  -1.16
C 9.32 -33.60 12.77  -0.90
H 7.55 -36.20 13.27  0.29
H 6.56 -36.69 11.84  0.29
H 5.56 -35.66 14.50  0.31
H 4.98 -37.08 13.41  0.36
H 4.66 -35.49 13.00  0.33
H 8.77 -33.19 13.61  0.32
H 10.13 -33.02 12.32  0.36
H 9.85 -34.52 13.02  0.34
C 17.20 -28.07 11.37  -0.35
C 17.55 -28.63 9.97  -0.17
O 18.37 -27.67 9.42  -0.30
S 18.98 -26.58 10.49  1.09
O 18.97 -25.21 9.94  -0.50
O 20.11 -27.07 11.16  -0.45
O 17.68 -26.79 11.45  -0.29
H 17.79 -28.66 12.08  0.30
H 16.16 -28.15 11.69  0.33
H 16.66 -28.69 9.33  0.27
H 18.03 -29.60 10.14  0.26

# 4
Molecular formula: C14H37As3CuN2
Method: DFT, ωB97M-V/def2-TZVPD

The value obtained for the frontier orbital gap (spin up / spin down) is 0.280 / 0.204 Eh. Its expectation value of S² is 0.76. Its charge is +2. For the HOMO energy (spin up / spin down), the calculation gives -13.488 / -13.487 eV. As for the spin multiplicity: 2. The energy relative to the best compared isomer or geometry (same formula, charge and spin) is 0.2938 eV.

Each line ends with the Mulliken charge.
Geometry (Å):
Cu -4.61 -10.60 -12.73  -0.40
N -4.98 -12.63 -12.32  -0.44
C -3.71 -13.50 -12.41  -0.41
C -3.11 -13.52 -13.81  -0.87
C -2.71 -12.16 -14.44  -0.53
N -3.98 -11.38 -14.55  -0.30
H -5.23 -12.78 -11.35  0.32
H -5.72 -13.11 -12.81  0.29
H -4.04 -14.51 -12.13  0.43
H -3.02 -13.15 -11.65  0.36
H -3.81 -13.96 -14.50  0.34
H -2.22 -14.16 -13.79  0.36
H -2.22 -12.30 -15.43  0.43
H -2.00 -11.62 -13.87  0.33
H -4.69 -11.99 -14.95  0.27
H -3.79 -10.63 -15.20  0.32
C -5.36 -7.81 -15.11  -1.24
As -4.30 -8.25 -13.53  0.98
C -2.53 -7.84 -14.10  -1.27
C -4.57 -6.71 -12.27  -1.29
C -5.74 -6.92 -11.32  2.23
C -6.96 -7.29 -12.16  -2.06
C -5.58 -8.00 -10.21  -1.33
As -4.43 -9.52 -10.55  0.85
C -2.61 -8.95 -10.17  -1.14
C -4.98 -10.57 -9.02  -1.24
C -6.02 -5.56 -10.59  -2.20
As -4.65 -4.34 -9.65  0.36
C -3.77 -3.60 -11.18  -1.11
C -3.19 -5.58 -9.06  -1.12
H -5.34 -6.76 -15.31  0.48
H -6.40 -8.13 -14.94  0.37
H -4.96 -8.33 -15.94  0.46
H -2.57 -6.83 -14.56  0.42
H -2.05 -8.55 -14.74  0.44
H -1.92 -7.72 -13.23  0.33
H -4.76 -5.79 -12.85  0.81
H -3.64 -6.56 -11.64  -0.14
H -6.90 -8.27 -12.57  0.30
H -7.11 -6.57 -12.95  0.42
H -7.88 -7.23 -11.55  0.53
H -6.57 -8.40 -9.88  0.46
H -5.14 -7.62 -9.29  0.53
H -2.60 -8.42 -9.24  0.40
H -2.26 -8.48 -11.07  0.26
H -2.12 -9.94 -10.12  0.51
H -5.15 -9.85 -8.21  0.46
H -4.26 -11.33 -8.72  0.43
H -5.95 -11.07 -9.23  0.41
H -6.74 -5.78 -9.81  0.50
H -6.52 -4.88 -11.30  0.57
H -4.53 -3.02 -11.66  0.36
H -3.24 -4.23 -11.86  0.29
H -3.10 -2.88 -10.77  0.43
H -3.73 -6.24 -8.44  0.30
H -2.54 -5.01 -8.39  0.51
H -2.52 -6.09 -9.79  0.22